(1)
9
Properties=species:S:1:pos:R:3:nbo_charge:R:1 method="wB97M-V/def2-TZVPD" orbital_gap_ev="7.72 / 7.28" relative_energy_ev=1.733 multiplicity=1
C 0.7783 2.5286 -0.2391 0.85
C -0.3989 0.1940 1.1180 -0.10
N -0.2486 2.9426 0.2690 -0.41
N -1.2746 2.3021 0.8427 0.00
N -1.2352 1.0728 0.7818 -0.08
O 1.7504 2.1806 -0.7545 -0.45
Br -3.1570 0.2749 -0.2615 -0.27
H -0.5030 -0.7306 0.5324 0.23
H 0.3683 0.2312 1.9159 0.22

=====

(2)
8
Properties=species:S:1:pos:R:3:nbo_charge:R:1 method="wB97M-V/def2-TZVPD" orbital_gap_ev="7.25 / 7.34" relative_energy_ev=3.041 multiplicity=3
C -1.0553 -1.0661 -0.3473 -0.23
C -1.4575 -0.4378 0.6181 -0.23
C 0.7154 1.7742 -0.0879 -0.36
S 1.8066 0.8163 0.5174 0.34
Cl 2.1880 -1.1980 -0.1708 -0.18
H -0.4632 -1.5718 -1.0940 0.24
H -1.8377 -0.2581 1.5196 0.21
H 0.1037 1.9414 -0.9551 0.21

=====

(3)
54
Properties=species:S:1:pos:R:3:nbo_charge:R:1 method="wB97M-V/def2-TZVPD" orbital_gap_ev="6.61 / 6.03" total_charge=-1 relative_energy_ev=3.274 multiplicity=2
Au -0.6192 -0.0095 0.0485 1.28
C -2.7296 -0.7026 -0.0558 -0.83
H -3.0222 -0.8258 0.9735 0.21
H -2.7520 -1.6309 -0.6038 0.19
H -3.2821 0.0819 -0.5496 0.17
C -0.3287 0.2140 -4.8392 -0.60
C -1.1631 1.3483 -4.2651 -0.45
C -1.0860 1.3421 -2.7570 0.22
N -0.5259 0.4844 -2.1020 -0.51
H -0.3867 0.2040 -5.9255 0.19
H -0.6676 -0.7402 -4.4454 0.22
H 0.7065 0.3404 -4.5346 0.22
H -2.2111 1.2503 -4.5620 0.21
H -0.7961 2.3084 -4.6348 0.22
O -0.7566 -1.7348 5.9731 -0.70
C -0.6829 -0.5254 5.3998 0.36
C -0.6801 0.6030 6.2223 -0.30
C -0.5933 1.8655 5.6727 -0.19
C -0.5194 2.0280 4.2980 -0.30
C -0.5398 0.9163 3.4773 -0.08
C -0.6156 -0.3658 4.0020 -0.28
C -0.6453 -1.5855 3.1107 0.79
O -0.7084 -2.7051 3.6699 -0.72
O -0.6276 -1.4744 1.8613 -0.73
H -0.7462 -2.3787 5.1863 0.51
H -0.7466 0.4597 7.2916 0.21
H -0.5855 2.7297 6.3241 0.20
H -0.4521 3.0183 3.8680 0.20
H -0.5077 1.0329 2.4024 0.20
C 1.1155 -0.9680 -0.1663 -0.36
C 1.8520 -1.9056 -0.3613 -0.23
C 2.6632 -3.0492 -0.5379 0.00
C 2.0091 -4.2771 -0.6663 -0.21
C 2.7415 -5.4370 -0.7986 -0.21
C 4.1276 -5.3896 -0.8106 -0.24
C 4.7782 -4.1702 -0.7066 -0.22
C 4.0542 -3.0013 -0.5714 -0.22
H 0.9285 -4.2889 -0.6487 0.22
H 2.2294 -6.3857 -0.8901 0.20
H 4.6997 -6.3029 -0.8987 0.20
H 5.8589 -4.1307 -0.7293 0.20
H 4.5520 -2.0451 -0.4871 0.21
O -1.4032 2.1746 0.1824 -0.52
N -1.1808 2.9184 -0.8609 0.04
C -0.2564 3.8739 -0.8231 0.02
C -0.1058 4.7876 -1.8365 -0.31
C -1.0249 4.7570 -2.9096 -0.22
C -1.9295 3.7560 -2.9939 -0.21
C -1.8593 2.5977 -2.0813 -0.17
H 0.3037 3.9194 0.0972 0.23
H 0.6434 5.5565 -1.7632 0.22
H -1.0108 5.5553 -3.6360 0.21
H -2.6774 3.7353 -3.7711 0.21
H -2.8380 2.1709 -1.8376 0.24